No. 1
{
  "formula": "C3H11NO3",
  "method": "the ωB97M-V functional and the def2-TZVPD basis",
  "total_energy_ev": -10921.1894,
  "homo_lumo_gap_ev": 10.14,
  "e_homo_ev": -9.52,
  "total_charge": 0,
  "e_lumo_ev": 0.6188,
  "e_above_lowest_kj_mol": 175.2,
  "fmax_ha_per_bohr": 0.017,
  "smiles": "CNCC=O.O.O",
  "species": ["C", "N", "C", "C", "O", "H", "H", "H", "H", "H", "H", "H", "H", "H", "O", "H", "H", "O"],
  "positions_angstrom": [[-0.0700, -2.2611, -0.9442], [0.3123, -1.0441, -0.2191], [1.2513, -0.2217, -0.9427], [1.0035, 1.2537, -0.6677], [1.3507, 2.1738, -1.3594], [-0.5816, -2.0067, -1.8695], [0.8044, -2.8555, -1.2080], [-0.6789, -2.8866, -0.3006], [0.5861, -1.2960, 0.7194], [1.0910, -0.3810, -2.0116], [2.3155, -0.3802, -0.7236], [0.4135, 1.4478, 0.2443], [-1.9648, 1.2663, -0.6161], [-1.7162, 0.2201, 0.4107], [-2.0529, 1.1271, 0.3363], [-0.9559, 1.7890, 2.3231], [-0.2130, 2.3410, 3.5440], [-0.8949, 1.7140, 3.2848]],
  "mulliken_charge": [-0.968, -0.177, -0.457, 0.198, -0.505, 0.310, 0.370, 0.327, 0.217, 0.301, 0.270, 0.151, 0.310, 0.339, -0.667, 0.317, 0.314, -0.651]
}



No. 2
{
  "formula": "C19H26N4O2S4V",
  "method": "the ωB97M-V functional and the def2-TZVPD basis",
  "total_energy_ev": -99205.1991,
  "homo_lumo_gap_ev": 7.63,
  "e_homo_ev": -9.81,
  "total_charge": 1,
  "e_lumo_ev": -2.1770,
  "fmax_ha_per_bohr": 0.022,
  "species": ["V", "C", "C", "S", "C", "C", "S", "C", "C", "S", "H", "H", "H", "H", "H", "H", "H", "H", "H", "H", "H", "H", "S", "N", "C", "C", "O", "O", "H", "H", "H", "H", "H", "C", "C", "N", "C", "C", "C", "C", "C", "C", "C", "C", "N", "C", "N", "H", "H", "H", "H", "H", "H", "H", "H", "H"],
  "positions_angstrom": [[0.4027, 0.1263, 0.7924], [-2.0042, -0.1234, 3.2503], [-0.7954, 0.5768, 3.8691], [0.8519, 0.2132, 3.2150], [1.1823, -1.4646, 3.8170], [0.3839, -2.5723, 3.1470], [0.5513, -2.5046, 1.3395], [-1.0866, -3.0163, 0.7785], [-2.2513, -2.2206, 1.3622], [-1.9591, -0.4246, 1.4406], [-2.8824, 0.4934, 3.4359], [-2.1874, -1.0839, 3.7301], [-0.7809, 0.3846, 4.9437], [-0.8688, 1.6530, 3.7234], [1.0170, -1.4956, 4.8954], [2.2523, -1.6172, 3.6627], [-0.6696, -2.4924, 3.4039], [0.7365, -3.5440, 3.4932], [-1.2213, -4.0805, 0.9756], [-1.0372, -2.8986, -0.3037], [-2.5123, -2.5803, 2.3564], [-3.1310, -2.3867, 0.7405], [-0.1540, 2.1383, 0.9505], [0.6454, -1.8070, -4.4700], [0.1168, -0.7833, -3.5790], [0.3992, -1.1683, -2.1371], [0.1309, -0.4443, -1.2003], [0.9333, -2.3604, -1.9670], [1.4692, -1.4977, -4.9670], [-0.0313, -2.1204, -5.1504], [1.0564, -2.7139, -2.8847], [-0.9670, -0.6949, -3.6678], [0.5216, 0.2149, -3.7465], [4.7931, -0.5336, 0.3257], [3.4348, -0.7203, 0.4866], [2.5470, 0.2759, 0.3367], [3.0151, 1.4822, 0.0181], [4.3694, 1.7790, -0.1016], [5.2729, 0.7365, 0.0313], [4.7757, 3.1725, -0.3619], [4.3101, 4.2413, 0.2889], [3.4051, 4.2352, 1.4587], [2.4583, 5.2399, 1.6231], [1.6356, 5.1564, 2.7356], [1.7516, 4.1861, 3.6351], [2.7049, 3.2934, 3.3978], [3.5302, 3.2566, 2.3630], [5.4655, -1.3710, 0.4474], [3.0412, -1.6983, 0.7288], [2.2653, 2.2478, -0.1132], [6.3358, 0.9150, -0.0693], [5.4905, 3.3290, -1.1622], [4.6170, 5.2213, -0.0583], [2.3564, 6.0451, 0.9089], [0.8626, 5.8961, 2.9110], [2.8265, 2.5085, 4.1362]],
  "mulliken_charge": [0.686, -0.730, -0.888, 0.266, -1.167, -0.519, -0.054, -0.505, -0.874, 0.074, 0.473, 0.364, 0.613, 0.391, 0.596, 0.389, 0.162, 0.520, 0.544, 0.171, 0.428, 0.494, -0.517, -0.594, -0.266, 0.300, -0.652, -0.498, 0.214, 0.218, 0.458, 0.324, 0.310, -1.064, -0.239, 0.739, -0.619, 0.205, -0.433, -0.778, -0.697, 0.735, -0.550, -0.237, -0.510, -0.350, -0.339, 0.476, 0.441, 0.675, 0.497, 0.453, 0.429, 0.436, 0.404, 0.593]
}



No. 3
{
  "formula": "C4H7NO",
  "method": "the ωB97M-V functional and the def2-TZVPD basis",
  "total_energy_ev": -7796.0528,
  "homo_lumo_gap_ev": 8.84,
  "e_homo_ev": -8.07,
  "total_charge": 0,
  "e_lumo_ev": 0.7670,
  "e_above_lowest_kj_mol": 346.5,
  "fmax_ha_per_bohr": 0.007,
  "smiles": "[O-]C1=CCC[NH2+]1",
  "species": ["O", "C", "C", "C", "C", "N", "H", "H", "H", "H", "H", "H", "H"],
  "positions_angstrom": [[-2.2959, -1.1012, 0.4084], [-1.3212, -0.4215, 0.2577], [-0.9055, 0.9041, -0.0634], [0.4888, 0.8481, -0.6919], [1.0481, -0.5072, -0.1585], [0.0743, -0.8283, 0.8882], [-1.6272, 1.6483, -0.3826], [-0.2603, 0.3535, 1.2218], [0.4643, 0.8334, -1.7876], [1.1176, 1.6951, -0.3917], [1.0411, -1.2786, -0.9379], [2.0536, -0.4280, 0.2616], [0.1224, -1.7176, 1.3758]],
  "mulliken_charge": [-0.557, 0.368, -0.803, -0.340, -0.483, -0.313, 0.315, 0.447, 0.279, 0.254, 0.301, 0.297, 0.236]
}